Entry 1:
Entry from OMol25: a 3-piece molecular cluster, C7H26B2N3O9S2 overall (wB97M-V/def2-TZVPD).

```
! wB97M-V def2-TZVPD RIJCOSX def2/J DEFGRID3
* xyz 1 1
N -0.020 1.535 -3.408
B -0.657 1.751 -4.626
O -0.514 1.031 -5.753
N -1.618 2.951 -4.839
N -0.788 4.132 -4.665
C -2.863 2.893 -4.008
B -3.929 1.868 -4.639
O -4.280 2.028 -5.940
O -4.441 0.865 -3.892
H -0.407 1.958 -2.576
H 0.182 0.562 -3.199
H 0.222 0.415 -5.693
H -1.864 2.947 -5.829
H -1.309 4.933 -5.006
H -0.645 4.268 -3.670
H -2.583 2.590 -3.006
H -3.259 3.904 -3.964
H -4.166 1.250 -6.495
H -4.566 1.066 -2.961
O 1.101 -0.930 -1.682
S 0.570 -1.941 -0.805
O 0.007 -1.531 0.442
O 1.665 -3.041 -0.593
C 2.985 -2.623 -0.125
C 2.996 -2.243 1.336
C -0.593 -2.944 -1.660
H 3.341 -1.813 -0.762
H 3.620 -3.485 -0.309
H 2.392 -1.359 1.527
H 4.015 -2.028 1.656
H 2.599 -3.049 1.950
H -0.160 -3.264 -2.603
H -1.477 -2.332 -1.827
H -0.840 -3.795 -1.032
O 1.952 -1.276 4.265
S 1.071 -0.271 4.774
O 1.548 1.064 4.941
O 0.432 -0.789 6.124
C 1.333 -1.222 7.176
C 2.033 -0.075 7.874
C -0.406 -0.244 3.822
H 2.044 -1.936 6.761
H 0.693 -1.759 7.871
H 2.711 0.449 7.203
H 2.611 -0.460 8.713
H 1.307 0.648 8.245
H -0.774 -1.260 3.712
H -0.141 0.169 2.851
H -1.130 0.390 4.324
*
```

HOMO level (eV): -12.248
Maximum force (eV/A): 1.2
Molar mass (g mol⁻¹): 382.1
Frontier orbital gap (Eh): 0.3421

natural (NBO) population analysis, charges in e, atoms 1 to 6: -1.069, 1.121, -0.862, -0.421, -0.609, -0.579

Entry 2:
Entry from OMol25: C7H26N10O6Tl as an isolated structure (wB97M-V/def2-TZVPD).

```
! wB97M-V def2-TZVPD RIJCOSX def2/J DEFGRID3
* xyz 3 1
Tl -0.915 -0.142 -0.567
C 0.215 4.560 -0.114
C 0.795 3.332 -0.806
O -0.337 2.508 -1.221
H -0.549 5.079 -0.687
H 1.070 5.160 0.201
H -0.309 4.213 0.780
H 1.475 2.729 -0.214
H 1.374 3.587 -1.699
H -0.853 3.054 -1.829
C 2.568 0.667 -2.154
O 1.424 0.244 -1.912
N 3.650 0.271 -1.440
N 2.851 1.501 -3.192
H 3.594 -0.391 -0.690
H 4.579 0.561 -1.698
H 3.708 1.384 -3.707
H 2.025 1.804 -3.685
C -3.692 -1.742 -2.446
O -3.134 -1.270 -1.412
N -3.034 -2.236 -3.516
N -5.034 -1.696 -2.536
H -2.048 -2.123 -3.665
H -3.610 -2.476 -4.307
H -5.453 -2.024 -3.391
H -5.598 -1.231 -1.846
C 1.655 -1.513 2.020
O 1.246 -1.185 0.879
N 0.783 -1.703 3.038
N 2.956 -1.620 2.325
H 1.080 -1.746 4.000
H -0.188 -1.473 2.908
H 3.239 -1.837 3.267
H 3.671 -1.312 1.693
C -1.855 -3.447 0.828
O -1.291 -2.331 1.048
N -2.549 -4.019 1.824
N -1.805 -4.101 -0.346
H -2.771 -3.523 2.670
H -2.962 -4.929 1.697
H -1.207 -3.745 -1.067
H -2.181 -5.035 -0.348
C 0.688 2.004 2.354
O 0.127 1.222 1.544
N 0.013 2.758 3.234
N 2.040 2.158 2.286
H -0.981 2.598 3.236
H 0.474 3.249 3.981
H 2.542 1.571 1.645
H 2.513 2.635 3.036
*
```

HOMO level (eV): -18.332
Maximum force (eV/A): 2.0
Molar mass (g mol⁻¹): 550.7
Frontier orbital gap (Eh): 0.1512

Löwdin population analysis, charges in e, atoms 1 to 6: 1.522, -0.036, -0.256, -0.162, 0.094, 0.102

Entry 3:
Entry from OMol25: C7H27BClN7NiO4 as an isolated structure (wB97M-V/def2-TZVPD).

```
! wB97M-V def2-TZVPD RIJCOSX def2/J DEFGRID3
* xyz 1 4
Ni 0.083 -1.281 -0.438
B 1.871 -2.155 -1.554
H 2.529 -2.714 -2.201
H 1.451 -2.789 -0.788
H 2.463 -1.465 -0.972
H 1.109 -1.595 -2.072
Cl -1.795 -3.015 -0.702
C 1.943 1.277 2.049
C 1.485 1.584 0.606
C 2.221 2.785 -0.067
O 2.124 2.824 -1.492
C 0.708 3.145 -1.791
N 1.376 0.439 -0.249
H 2.145 2.252 2.493
H 2.875 0.726 1.917
H 1.234 0.691 2.633
H 0.454 1.934 0.654
H 3.276 2.601 0.139
H 1.829 3.751 0.250
H 0.754 2.862 -2.843
H 0.387 4.172 -1.618
H -0.007 2.476 -1.313
H 2.287 0.031 -0.401
H 1.128 0.885 -1.120
C -2.290 0.018 1.254
O -1.211 -0.342 0.958
N -2.419 1.231 1.745
N -3.297 -0.603 1.028
H -1.589 1.766 1.955
H -3.264 1.704 1.456
H -3.038 -1.537 0.743
H -4.137 -0.397 1.549
C 0.650 -2.397 2.451
O 0.977 -1.875 1.445
N 1.495 -2.717 3.355
N -0.637 -2.722 2.727
H 2.472 -2.648 3.109
H 1.119 -3.028 4.239
H -0.872 -3.154 3.610
H -1.190 -2.391 1.950
C -1.760 -0.116 -2.732
O -0.996 -0.076 -1.731
N -2.926 -0.687 -2.753
N -1.535 0.635 -3.799
H -3.530 -0.699 -3.562
H -3.089 -1.144 -1.867
H -0.675 1.152 -3.685
H -2.189 0.608 -4.568
*
```

HOMO level (spin up / spin down) (eV): -12.806 / -12.730
Maximum force (eV/A): 10.5
Molar mass (g mol⁻¹): 378.3
Frontier orbital gap (spin up / spin down) (Eh): 0.3895 / 0.1950

natural (NBO) population analysis, charges in e, atoms 1 to 6: 1.620, -0.667, 0.064, 0.188, 0.055, -0.003

Entry 4:
Entry from OMol25: a 7-piece molecular cluster, C7H27NO6 overall (wB97M-V/def2-TZVPD).

```
! wB97M-V def2-TZVPD RIJCOSX def2/J DEFGRID3
* xyz -1 2
C -3.119 -0.050 0.503
C -2.040 1.016 0.185
C -0.640 0.379 0.083
C -0.050 -0.117 1.378
C 2.077 0.284 2.381
C 0.936 0.880 2.049
C 0.457 2.266 2.191
N -2.188 1.749 -1.042
H -3.642 0.122 1.464
H -3.957 -0.021 -0.222
H -2.715 -1.075 0.491
H -2.169 1.737 1.025
H -0.907 -0.528 -0.496
H 0.030 0.882 -0.594
H 0.419 -1.109 1.362
H -0.818 -0.281 2.155
H 2.820 0.852 2.954
H 2.344 -0.753 2.219
H 0.913 3.014 1.549
H 0.811 2.702 3.155
H -0.589 2.488 2.078
H -1.887 1.274 -1.882
H -3.041 2.299 -1.123
H 3.663 -1.370 -0.277
H 2.710 -0.098 -0.114
O 3.090 -0.758 -0.757
H -1.043 -0.791 -4.497
H -0.333 0.614 -4.378
O -1.140 0.129 -4.217
H 1.383 2.437 -0.812
H 2.848 2.642 -0.476
O 2.190 1.947 -0.590
H 0.400 -2.584 2.685
H -0.768 -3.360 2.200
O -0.357 -3.071 3.032
H 2.144 -0.933 -3.777
H 0.829 -1.416 -3.108
O 1.217 -1.157 -3.956
H 0.063 -2.711 -1.168
H 0.457 -4.000 -0.780
O -0.398 -3.530 -0.875
*
```

HOMO level (spin up / spin down) (eV): 0.365 / -6.333
Maximum force (eV/A): 3.5
Molar mass (g mol⁻¹): 221.3
Frontier orbital gap (spin up / spin down) (Eh): 0.0931 / 0.3344

natural (NBO) population analysis, charges in e, atoms 1 to 6: -0.646, -0.036, -0.462, -0.439, -0.486, 0.048

Entry 5:
Entry from OMol25: a 8-piece molecular cluster, C7H28BF4N14O7 overall (wB97M-V/def2-TZVPD).

```
! wB97M-V def2-TZVPD RIJCOSX def2/J DEFGRID3
* xyz -1 1
B -0.883 0.496 0.993
F -0.524 -0.633 1.673
F -1.397 0.220 -0.244
F -1.796 1.218 1.810
F 0.157 1.319 1.025
C 1.522 6.458 2.826
O 1.846 7.470 3.397
N 0.505 5.762 3.178
N 2.110 5.962 1.844
H 0.332 4.964 2.584
H -0.087 6.036 3.949
H 2.672 6.684 1.417
H 1.919 5.056 1.441
C -1.194 0.292 -6.543
O -1.104 -0.338 -7.557
N -0.227 0.901 -5.906
N -2.286 0.397 -5.811
H 0.638 0.801 -6.418
H -0.345 1.561 -5.151
H -2.385 0.927 -4.957
H -3.074 -0.104 -6.196
C -6.446 3.092 -0.192
O -7.597 3.347 -0.423
N -5.601 3.766 0.538
N -5.834 2.145 -0.764
H -5.984 4.518 1.093
H -4.793 3.265 0.879
H -6.195 1.430 -1.379
H -4.833 2.279 -0.737
C 5.185 -2.824 4.320
O 5.062 -3.239 5.409
N 4.307 -2.231 3.473
N 6.359 -2.325 3.906
H 3.359 -2.086 3.792
H 4.662 -1.862 2.602
H 6.447 -2.133 2.919
H 7.188 -2.437 4.473
C 5.205 -1.058 -2.360
O 5.736 -1.480 -1.358
N 4.494 -0.037 -2.374
N 5.249 -1.700 -3.498
H 4.351 0.440 -1.495
H 3.935 0.206 -3.179
H 5.760 -2.571 -3.528
H 4.822 -1.203 -4.266
C -4.300 -2.797 3.763
O -5.028 -3.535 4.396
N -3.759 -2.940 2.659
N -4.039 -1.613 4.066
H -3.757 -3.846 2.212
H -3.021 -2.283 2.450
H -3.540 -0.994 3.443
H -4.182 -1.350 5.031
C 0.083 -4.515 -2.015
O -0.165 -5.189 -3.002
N 0.468 -3.220 -2.075
N -0.118 -4.938 -0.817
H 0.570 -2.915 -3.032
H 0.231 -2.498 -1.410
H -0.476 -5.882 -0.775
H -0.206 -4.236 -0.096
*
```

HOMO level (eV): -7.687
Maximum force (eV/A): 10.6
Molar mass (g mol⁻¹): 507.2
Frontier orbital gap (Eh): 0.3366

natural (NBO) population analysis, charges in e, atoms 1 to 6: 1.313, -0.576, -0.565, -0.602, -0.565, 0.729